1.
The following is a DFT calculation (the ωB97M-V functional and the def2-TZVPD basis) of C12H24AsF4O4P2S as an isolated structure.

Results
Kohn-Sham gap (eV): 7.51
Largest force on an atom (eV/A): 11.6
HOMO energy (eV): -4.94

```
! wB97M-V def2-TZVPD RIJCOSX def2/J DEFGRID3
* xyz -1 1
C 0.842 0.403 2.995
C 0.691 0.317 1.608
As 0.323 0.252 -0.383
C -1.580 -0.412 -0.118
C -2.199 -0.159 1.378
C -3.862 -0.320 1.282
O -4.302 -1.118 0.129
C -5.168 -0.358 -0.786
C 0.887 -1.705 -0.369
C 2.368 -2.035 0.212
C 2.428 -3.704 0.366
F 1.848 -4.419 -0.792
F 3.870 -4.096 0.585
F 1.747 -4.016 1.674
C 2.133 0.926 -0.922
C 3.044 1.714 0.144
C 4.013 0.755 1.114
F 2.450 2.810 0.926
P -0.180 0.195 -2.666
S 1.260 -0.497 -3.765
P -0.539 2.387 -0.176
O -0.491 2.940 1.339
O 0.390 3.598 -1.087
O -2.177 2.585 -0.697
H 0.990 0.258 4.158
H -2.253 0.041 -0.997
H -1.713 -1.585 -0.310
H -1.831 -1.029 2.099
H -2.023 0.903 1.827
H -4.288 -0.690 2.322
H -4.261 0.800 1.168
H -5.857 0.438 -0.273
H -4.488 0.176 -1.588
H -5.902 -1.090 -1.378
H 0.819 -2.175 -1.462
H 0.172 -2.398 0.293
H 3.273 -1.778 -0.481
H 2.613 -1.644 1.285
H 1.950 1.684 -1.831
H 2.845 0.116 -1.439
H 3.869 2.271 -0.527
H 4.412 -0.143 0.466
H 3.463 0.358 2.064
H 4.956 1.398 1.463
H -1.318 -0.714 -2.861
H -0.661 1.513 -3.041
H -0.180 3.744 -1.909
H -2.381 3.505 -1.037
*
```

Results of the Mulliken charge analysis, in e, for atoms 1 through 5: number 1, C, carries -1.3758; number 2, C, carries 0.6081; number 3, As, carries 0.8229; number 4, C, carries -0.6844; number 5, C, carries -0.3452



2.
The following is a DFT calculation (the ωB97M-V functional and the def2-TZVPD basis) of one molecule with the formula C23H27N3O5S2.

Results
Kohn-Sham gap (eV): 8.08
Largest force on an atom (eV/A): 0.8
SMILES: COc1ccccc1N1CCN(C(=O)CCS(=O)(=O)c2ccc3c(c2)NC(=O)[C@H](C)S3)CC1
Relative energy (zero: lowest compared OMol25 entry of this formula, charge and spin) (kcal/mol): 40.00
HOMO energy (eV): -7.60

```
! wB97M-V def2-TZVPD RIJCOSX def2/J DEFGRID3
* xyz 0 1
C -3.751 -3.906 1.757
O -3.051 -2.711 1.995
C -3.616 -1.765 2.816
C -4.893 -1.883 3.334
C -5.407 -0.930 4.201
C -4.630 0.151 4.555
C -3.358 0.292 4.025
C -2.818 -0.640 3.140
N -1.516 -0.543 2.657
C -0.587 0.398 3.236
C -0.669 1.769 2.535
N -0.400 1.582 1.127
C 0.752 1.840 0.487
O 0.912 1.564 -0.696
C 1.876 2.528 1.258
C 3.168 2.164 0.560
S 3.265 0.325 0.519
O 2.302 -0.205 1.455
O 4.646 -0.024 0.737
C 2.832 -0.223 -1.133
C 1.826 -1.152 -1.311
C 1.493 -1.547 -2.592
C 2.171 -1.020 -3.684
C 3.218 -0.110 -3.494
C 3.541 0.284 -2.200
N 3.963 0.373 -4.565
C 3.614 0.401 -5.880
O 4.391 0.766 -6.733
C 2.179 0.017 -6.183
C 1.224 1.146 -5.813
S 1.740 -1.527 -5.312
C -1.342 0.657 0.522
C -1.241 -0.695 1.245
H -3.081 -4.520 1.157
H -4.676 -3.730 1.196
H -3.984 -4.430 2.689
H -5.504 -2.735 3.081
H -6.403 -1.049 4.597
H -5.007 0.898 5.238
H -2.781 1.155 4.318
H -0.761 0.491 4.308
H 0.421 -0.002 3.075
H 0.020 2.482 2.981
H -1.684 2.172 2.620
H 1.719 3.610 1.263
H 1.920 2.159 2.280
H 3.178 2.501 -0.472
H 4.053 2.502 1.091
H 1.311 -1.541 -0.449
H 0.706 -2.263 -2.765
H 4.355 0.972 -2.029
H 4.877 0.752 -4.350
H 2.102 -0.215 -7.248
H 1.496 2.048 -6.357
H 1.262 1.354 -4.744
H 0.206 0.870 -6.076
H -1.085 0.552 -0.533
H -2.354 1.065 0.618
H -1.926 -1.412 0.801
H -0.215 -1.063 1.148
*
```

Results of the Mulliken charge analysis, in e, for atoms 1 through 5: number 1, C, carries -1.0453; number 2, O, carries -0.3432; number 3, C, carries 0.6361; number 4, C, carries -0.4376; number 5, C, carries -0.7581



3.
The following is a DFT calculation (the ωB97M-V functional and the def2-TZVPD basis) of a 2-piece molecular cluster, C2H5I2OP overall.

Results
Kohn-Sham gap (alpha / beta) (eV): 5.57 / 5.56
Largest force on an atom (eV/A): 6.7
Relative energy (zero: lowest compared OMol25 entry of this formula, charge and spin) (kcal/mol): 103.55
HOMO energy (alpha / beta) (eV): -8.23 / -8.21

```
! wB97M-V def2-TZVPD RIJCOSX def2/J DEFGRID3
* xyz 0 1
C -0.989 0.727 -0.022
C -1.100 -0.793 -0.182
O 0.082 -1.296 -0.664
P 2.171 0.049 0.995
I 2.442 2.184 -0.146
I 3.560 -1.486 -0.141
H -0.385 0.744 0.894
H -0.628 1.162 -0.845
H -1.983 1.085 0.354
H -1.898 -0.956 -0.937
H -1.272 -1.422 0.693
*
```

Results of the Mulliken charge analysis, in e, for atoms 1 through 5: number 1, C, carries -0.7369; number 2, C, carries -0.2554; number 3, O, carries -0.5060; number 4, P, carries 0.0999; number 5, I, carries 0.0651



4.
The following is a DFT calculation (the ωB97M-V functional and the def2-TZVPD basis) of an isolated ion of composition C6H11ClN3O and charge +1.

Results
Kohn-Sham gap (eV): 8.39
Largest force on an atom (eV/A): 4.0
SMILES: C/C(Cl)=[NH+]/[C@H]1N[C@@H](N)C=CO1
Relative energy (zero: lowest compared OMol25 entry of this formula, charge and spin) (kcal/mol): 50.23
HOMO energy (eV): -13.06

```
! wB97M-V def2-TZVPD RIJCOSX def2/J DEFGRID3
* xyz 1 1
C 0.031 -1.645 -1.971
C 0.806 -0.630 -1.324
Cl 1.017 0.948 -1.972
N 1.514 -0.824 -0.262
C 1.354 -0.225 1.210
N 1.006 1.037 1.465
C -0.384 1.440 1.231
N -0.373 2.504 0.224
C -1.188 0.272 0.854
C -0.908 -0.965 1.223
O 0.372 -1.275 1.720
H 0.744 -2.412 -2.299
H -0.452 -1.271 -2.894
H -0.612 -2.080 -1.257
H 1.376 -1.773 -0.090
H 2.411 -0.414 1.571
H 1.761 1.720 1.462
H -0.729 1.782 2.258
H 0.214 3.328 0.610
H -1.177 2.900 -0.185
H -2.067 0.386 0.306
H -1.552 -1.827 1.146
*
```

Results of the Mulliken charge analysis, in e, for atoms 1 through 5: number 1, C, carries -1.0938; number 2, C, carries 0.6873; number 3, Cl, carries -0.0330; number 4, N, carries -0.1530; number 5, C, carries -0.3048



5.
The following is a DFT calculation (the ωB97M-V functional and the def2-TZVPD basis) of a 6-piece molecular cluster, C30H63B2Cl10N2O10P2S2 overall.

Results
Kohn-Sham gap (eV): 6.54
Largest force on an atom (eV/A): 1.0
HOMO energy (eV): -4.88

```
! wB97M-V def2-TZVPD RIJCOSX def2/J DEFGRID3
* xyz -1 1
C -5.542 6.855 -1.470
C -6.797 5.987 -1.424
O -6.570 4.776 -0.731
C -6.726 4.874 0.662
C -5.854 3.849 1.395
O -4.685 3.581 0.666
C -4.129 2.304 0.938
C -2.665 2.313 0.520
O -1.785 2.616 1.577
C -1.505 1.497 2.410
C -0.335 0.677 1.869
O 0.753 1.531 1.596
B 1.745 1.459 2.715
C 3.223 0.964 2.202
C 4.481 1.793 2.476
C 4.644 3.003 1.561
S 5.092 2.416 -0.085
C 5.336 3.826 -1.013
S 5.431 5.366 -0.473
N 5.438 3.429 -2.395
C 4.211 3.839 -3.106
C 4.387 3.881 -4.605
O 5.508 4.666 -4.960
C 6.671 4.011 -4.511
C 6.717 3.853 -2.996
P 1.644 3.182 3.753
N 2.947 4.041 3.994
O 0.932 2.801 5.159
O 0.453 4.084 3.079
O 1.120 0.429 3.636
C 0.243 -0.354 2.863
C 0.933 -1.591 2.212
B 1.385 -1.686 0.707
O 1.568 -2.964 0.217
O 1.635 -0.617 -0.147
P -0.996 -0.926 4.169
C -2.163 -1.975 3.195
C 0.029 -2.177 5.040
H -4.668 6.203 -1.443
H -5.500 7.437 -2.392
H -5.479 7.539 -0.624
H -7.625 6.532 -0.953
H -7.117 5.711 -2.429
H -6.466 5.881 1.011
H -7.778 4.700 0.930
H -6.422 2.928 1.569
H -5.582 4.276 2.370
H -4.687 1.554 0.362
H -4.202 2.077 2.007
H -2.553 3.115 -0.214
H -2.404 1.364 0.033
H -2.398 0.863 2.495
H -1.271 1.864 3.409
H -0.631 0.225 0.906
H 3.378 -0.014 2.671
H 3.161 0.780 1.123
H 5.368 1.157 2.338
H 4.511 2.145 3.506
H 5.446 3.649 1.916
H 3.729 3.588 1.493
H 3.437 3.103 -2.879
H 3.845 4.810 -2.755
H 3.512 4.359 -5.043
H 4.489 2.873 -5.030
H 7.523 4.615 -4.826
H 6.757 3.031 -5.002
H 7.448 3.064 -2.790
H 7.092 4.768 -2.530
H 2.844 5.000 3.680
H 0.870 3.615 5.679
H 0.577 4.129 2.123
H 0.297 -2.471 2.358
H 1.833 -1.793 2.805
H 1.865 -2.935 -0.700
H 0.966 -0.530 -0.838
H -3.060 -2.154 3.791
H -1.762 -2.952 2.913
H -2.454 -1.464 2.273
H 0.112 -3.117 4.490
H 1.028 -1.748 5.134
H -0.389 -2.365 6.028
Cl -0.363 1.103 -2.443
C 0.841 2.005 -1.433
C 0.760 3.483 -1.694
Cl 1.278 3.922 -3.352
H 1.823 1.601 -1.664
H 0.623 1.808 -0.381
H 1.418 4.002 -0.999
H -0.254 3.853 -1.568
Cl -2.492 -5.089 1.041
C -2.514 -6.679 1.849
C -2.777 -6.560 3.327
Cl -1.423 -5.792 4.197
H -1.561 -7.162 1.649
H -3.306 -7.262 1.379
H -2.905 -7.556 3.750
H -3.669 -5.971 3.523
Cl -1.139 -9.503 -0.368
C -1.678 -9.089 -2.023
C -2.589 -7.893 -2.045
Cl -4.173 -8.232 -1.283
H -2.157 -9.971 -2.439
H -0.784 -8.849 -2.595
H -2.787 -7.599 -3.074
H -2.146 -7.050 -1.526
Cl -3.349 -3.769 -3.242
C -2.136 -2.910 -2.251
C -0.742 -3.421 -2.504
Cl -0.538 -5.091 -1.908
H -2.419 -3.033 -1.209
H -2.190 -1.854 -2.515
H -0.028 -2.803 -1.965
H -0.493 -3.418 -3.562
Cl 0.734 -8.204 -4.454
C 2.454 -7.758 -4.275
C 2.625 -6.382 -3.685
Cl 2.073 -5.105 -4.797
H 2.911 -7.830 -5.258
H 2.907 -8.496 -3.615
H 3.682 -6.207 -3.491
H 2.068 -6.267 -2.758
*
```

Results of the Mulliken charge analysis, in e, for atoms 1 through 5: number 1, C, carries -1.0107; number 2, C, carries -0.3385; number 3, O, carries -0.3765; number 4, C, carries -0.4856; number 5, C, carries -0.5152



6.
The following is a DFT calculation (the ωB97M-V functional and the def2-TZVPD basis) of one molecule with the formula C25H26N4O4S.

Results
Kohn-Sham gap (eV): 8.36
Largest force on an atom (eV/A): 1.0
SMILES: Cc1c(/C(O)=C2/C(=O)C(=O)N(CCN3CCOCC3)[C@@H]2c2cccs2)cnn1-c1ccccc1
Relative energy (zero: lowest compared OMol25 entry of this formula, charge and spin) (kcal/mol): 62.12
HOMO energy (eV): -8.75

```
! wB97M-V def2-TZVPD RIJCOSX def2/J DEFGRID3
* xyz 0 1
C -4.158 -1.609 1.262
C -3.505 -0.888 0.145
C -2.282 -1.147 -0.480
C -1.399 -2.255 -0.201
O -1.974 -3.338 0.308
C -0.038 -2.228 -0.384
C 0.785 -3.325 0.037
O 0.389 -4.396 0.496
C 2.227 -2.890 -0.145
O 3.237 -3.508 0.104
N 2.175 -1.636 -0.658
C 3.354 -0.854 -0.934
C 3.953 -0.263 0.351
N 5.050 0.632 0.042
C 6.045 0.701 1.098
C 7.212 1.566 0.622
O 6.786 2.866 0.285
C 5.802 2.813 -0.719
C 4.601 1.976 -0.280
C 0.838 -1.097 -0.847
C 0.627 0.158 -0.055
C 0.324 0.280 1.267
C 0.236 1.625 1.689
C 0.476 2.504 0.685
S 0.815 1.711 -0.799
C -2.129 -0.086 -1.404
N -3.142 0.738 -1.340
N -3.972 0.255 -0.404
C -5.147 0.969 -0.111
C -6.354 0.319 0.120
C -7.486 1.064 0.400
C -7.424 2.447 0.436
C -6.225 3.092 0.178
C -5.086 2.358 -0.095
H -3.398 -2.074 1.885
H -4.758 -0.931 1.865
H -4.795 -2.409 0.884
H -1.262 -4.016 0.490
H 3.088 -0.063 -1.638
H 4.100 -1.507 -1.395
H 4.329 -1.093 0.952
H 3.162 0.243 0.931
H 6.405 -0.306 1.313
H 5.626 1.137 2.023
H 7.955 1.683 1.413
H 7.677 1.088 -0.253
H 5.504 3.844 -0.913
H 6.226 2.373 -1.635
H 3.875 1.934 -1.093
H 4.122 2.457 0.594
H 0.699 -0.875 -1.916
H 0.172 -0.562 1.918
H 0.003 1.918 2.697
H 0.477 3.575 0.719
H -1.355 0.076 -2.124
H -6.416 -0.755 0.057
H -8.423 0.560 0.580
H -8.311 3.022 0.654
H -6.176 4.170 0.192
H -4.145 2.840 -0.306
*
```

Results of the Mulliken charge analysis, in e, for atoms 1 through 5: number 1, C, carries -1.8616; number 2, C, carries 0.4091; number 3, C, carries 0.3947; number 4, C, carries 0.0323; number 5, O, carries -0.5745



7.
The following is a DFT calculation (the ωB97M-V functional and the def2-TZVPD basis) of C34H32MoN6S3 as an isolated structure.

Results
Kohn-Sham gap (eV): 3.51
Largest force on an atom (eV/A): 1.8
HOMO energy (eV): -17.90

```
! wB97M-V def2-TZVPD RIJCOSX def2/J DEFGRID3
* xyz 4 1
Mo 0.588 0.792 0.060
C 1.170 -5.741 0.565
C -0.279 -5.464 0.528
C -1.193 -6.475 0.467
C -2.554 -6.180 0.437
C -3.084 -4.844 0.442
C -2.282 -3.767 0.513
C -2.846 -2.386 0.504
C -0.806 -4.027 0.617
N 0.123 -3.191 0.859
C 1.861 -1.663 2.137
C 2.274 -2.877 2.918
C 2.513 -0.480 2.114
C 3.765 -0.239 2.892
N 1.993 0.526 1.317
C 2.209 1.920 1.260
C 2.484 2.383 -0.071
C 2.851 1.374 -1.133
C 2.534 3.763 -0.293
C 2.402 4.620 0.779
C 2.173 4.146 2.083
C 2.045 2.804 2.361
C 1.761 2.304 3.747
H 1.425 -6.442 -0.236
H 1.398 -6.272 1.498
H 1.796 -4.859 0.493
H -0.862 -7.506 0.438
H -3.262 -7.003 0.382
H -4.158 -4.718 0.386
H -3.805 -2.382 -0.013
H -2.201 -1.655 0.012
H -3.034 -2.045 1.523
H 1.574 -3.701 2.823
H 2.352 -2.637 3.981
H 3.254 -3.218 2.578
H 4.500 -1.009 2.652
H 3.568 -0.300 3.965
H 4.196 0.734 2.667
H 2.107 0.536 -1.263
H 3.768 0.841 -0.880
H 2.946 1.837 -2.112
H 2.743 4.146 -1.284
H 2.487 5.688 0.617
H 2.071 4.860 2.892
H 1.072 2.974 4.260
H 2.679 2.276 4.339
H 1.325 1.304 3.748
S -1.076 0.834 1.775
C -0.825 -0.772 2.358
S 0.345 -1.612 1.221
C -1.272 -1.351 3.494
C -1.127 -2.771 3.651
N -0.994 -3.911 3.588
C -1.952 -0.567 4.474
N -2.486 0.068 5.271
S -2.513 1.899 -5.234
C -1.808 1.422 -3.786
C -1.161 2.289 -2.858
C -0.639 1.707 -1.754
N -0.658 0.382 -1.452
C -1.275 -0.462 -2.335
C -1.846 0.021 -3.465
C -2.382 3.667 -5.223
C -3.216 4.439 -4.427
C -3.107 5.817 -4.559
N -2.269 6.417 -5.406
C -1.506 5.646 -6.177
C -1.520 4.253 -6.134
H -1.112 3.356 -3.020
H -0.233 2.365 -0.936
H -1.262 -1.516 -2.103
H -2.330 -0.666 -4.147
H -3.946 4.000 -3.759
H -3.738 6.470 -3.966
H -0.851 6.160 -6.870
H -0.889 3.669 -6.790
*
```

Results of the Mulliken charge analysis, in e, for atoms 1 through 5: number 1, Mo, carries -0.6349; number 2, C, carries -1.5611; number 3, C, carries 0.8763; number 4, C, carries -0.8213; number 5, C, carries -0.4301



8.
The following is a DFT calculation (the ωB97M-V functional and the def2-TZVPD basis) of C32H23FInN5O6S as an isolated structure.

Results
Kohn-Sham gap (eV): 6.94
Largest force on an atom (eV/A): 0.9
Relative energy (zero: lowest compared OMol25 entry of this formula, charge and spin) (kcal/mol): 6.23
HOMO energy (eV): -7.67

```
! wB97M-V def2-TZVPD RIJCOSX def2/J DEFGRID3
* xyz 0 1
In 0.764 -0.367 0.216
C 4.454 -1.467 -0.053
O 3.549 -0.384 0.150
C 3.851 0.800 -0.463
C 4.935 0.981 -1.300
C 5.170 2.239 -1.843
C 4.329 3.303 -1.555
C 3.237 3.112 -0.719
C 2.992 1.863 -0.175
N 1.897 1.528 0.672
N 1.291 2.491 1.224
C 0.260 2.236 2.080
C -0.041 0.951 2.626
O 0.628 -0.123 2.353
C -1.125 0.851 3.562
C -1.872 1.922 3.894
C -1.613 3.228 3.357
C -2.428 4.325 3.699
C -2.179 5.571 3.185
C -1.092 5.748 2.313
C -0.292 4.688 1.958
C -0.534 3.397 2.471
H 5.461 -1.183 0.244
H 4.103 -2.283 0.567
H 4.456 -1.781 -1.097
H 5.603 0.161 -1.533
H 6.024 2.380 -2.495
H 4.515 4.278 -1.989
H 2.557 3.920 -0.483
H -1.327 -0.136 3.965
H -2.701 1.808 4.586
H -3.260 4.165 4.377
H -2.811 6.411 3.448
H -0.882 6.734 1.913
H 0.537 4.832 1.277
S -3.528 1.175 -0.575
C -2.480 2.411 -1.111
C -1.170 2.041 -1.026
C -0.986 0.719 -0.512
C -2.188 0.138 -0.227
C -2.328 -1.222 0.318
C -3.537 -1.908 0.407
C -3.540 -3.206 0.877
C -2.345 -3.801 1.259
C -1.185 -3.058 1.145
N -1.178 -1.802 0.686
H -2.891 3.353 -1.456
H -0.357 2.698 -1.320
H -4.452 -1.431 0.075
H -4.469 -3.765 0.927
H -2.311 -4.816 1.633
H -0.223 -3.470 1.414
F -3.497 -2.365 -2.347
C -2.464 -3.194 -2.489
C -1.221 -2.737 -2.591
N -0.132 -3.580 -2.768
C 1.213 -3.011 -2.866
C 1.358 -1.990 -1.761
O 1.288 -2.400 -0.544
O 1.464 -0.775 -2.050
C -0.287 -4.952 -2.879
O 0.633 -5.724 -3.070
N -1.597 -5.377 -2.733
C -2.754 -4.616 -2.533
O -3.843 -5.128 -2.417
H -1.018 -1.672 -2.548
H 1.376 -2.550 -3.834
H 1.921 -3.814 -2.717
H -1.729 -6.373 -2.794
*
```

Results of the Mulliken charge analysis, in e, for atoms 1 through 5: number 1, In, carries 1.5496; number 2, C, carries -1.1981; number 3, O, carries -0.1145; number 4, C, carries 0.7330; number 5, C, carries -0.7674